Record 1
ORCA calculation (the ωB97M-V functional and the def2-TZVPD basis) on a molecular structure, C5H8O in a non-equilibrium geometry.

Positions of all 14 atoms, in Å:
1 C 1.140 0.591 0.060
2 C 0.939 -0.928 0.163
3 C -0.392 -0.731 -0.717
4 O -1.655 -0.841 -0.079
5 C -1.433 0.454 0.526
6 C -0.284 0.777 -0.461
7 H 1.438 1.120 0.962
8 H 1.835 0.828 -0.754
9 H 0.696 -1.344 1.139
10 H 1.772 -1.523 -0.266
11 H -0.112 -1.428 -1.480
12 H -1.122 0.337 1.575
13 H -2.319 1.098 0.489
14 H -0.503 1.591 -1.156

Calculated values
Multiplicity: 1

---

Record 2
ORCA calculation (the ωB97M-V functional and the def2-TZVPD basis) on a single C5H8O molecule in a non-equilibrium geometry.

Positions of all 14 atoms, in Å:
1 C 1.434 -0.461 0.341
2 C 0.692 0.570 -0.503
3 O -0.112 -0.150 -1.434
4 C -1.186 -0.639 -0.667
5 C -1.445 0.446 0.343
6 C -0.306 1.116 0.495
7 H 0.620 -1.174 0.668
8 H 2.123 -1.087 -0.218
9 H 1.925 0.030 1.190
10 H 1.260 1.319 -1.078
11 H -1.976 -0.989 -1.332
12 H -0.825 -1.528 -0.010
13 H -2.317 0.445 0.984
14 H 0.009 1.728 1.335

Calculated values
Multiplicity: 1
Structure (SMILES): C[C@@H]1C=CCO1

---

Record 3
ORCA calculation (the ωB97M-V functional and the def2-TZVPD basis) on 2 unconnected molecules or ions with the total composition C5H8O.

Positions of all 14 atoms, in Å:
1 O -2.100 -0.044 1.278
2 C -0.479 0.032 -1.059
3 C 0.316 1.144 -0.438
4 C 1.345 0.409 0.375
5 C 1.180 -0.915 0.212
6 C 0.044 -1.152 -0.694
7 H -1.352 0.360 1.731
8 H -1.357 0.199 -1.670
9 H -0.307 1.830 0.151
10 H 0.794 1.753 -1.219
11 H 2.105 0.897 0.974
12 H 1.776 -1.699 0.668
13 H -0.301 -2.131 -1.011
14 H -1.664 -0.683 0.701

Calculated values
Multiplicity: 1
Structure (SMILES): C1=CCC=C1.O

---

Record 4
ORCA calculation (the ωB97M-V functional and the def2-TZVPD basis) on a single C5H8O molecule.

Positions of all 14 atoms, in Å:
1 O 0.882 -1.210 1.208
2 C 0.791 -0.736 -0.137
3 C -0.687 -0.830 -0.524
4 C -1.245 0.470 0.063
5 C -0.105 1.433 -0.149
6 C 1.046 0.763 -0.211
7 H 1.707 -0.887 1.587
8 H 1.446 -1.336 -0.784
9 H -0.782 -0.837 -1.617
10 H -1.150 -1.737 -0.125
11 H -2.238 0.769 -0.280
12 H -1.265 0.371 1.154
13 H -0.227 2.510 -0.077
14 H 2.038 1.203 -0.155

Calculated values
Multiplicity: 1
Structure (SMILES): O[C@@H]1C=CCC1

---

Record 5
ORCA calculation (the ωB97M-V functional and the def2-TZVPD basis) on a single C5H8O molecule.

Positions of all 14 atoms, in Å:
1 C 0.848 -0.290 -1.633
2 C -0.224 0.590 -1.022
3 C 0.244 0.339 1.371
4 C -0.717 -0.795 1.316
5 C -0.841 0.315 0.305
6 O -0.498 1.649 -1.551
7 H 0.960 -1.277 -1.175
8 H 1.807 0.240 -1.591
9 H 0.593 -0.403 -2.690
10 H 1.241 0.110 0.995
11 H 0.209 1.114 2.124
12 H -0.364 -1.793 1.076
13 H -1.517 -0.774 2.052
14 H -1.711 0.950 0.436

Calculated values
Multiplicity: 1
Structure (SMILES): CC(=O)C1CC1

---

Record 6
ORCA calculation (the ωB97M-V functional and the def2-TZVPD basis) on a single C5H8O molecule in a non-equilibrium geometry.

Positions of all 14 atoms, in Å:
1 C -1.699 -0.652 0.094
2 C -0.785 0.479 -0.286
3 O -0.181 1.185 0.844
4 C 1.121 1.010 0.277
5 C 1.524 -0.422 0.320
6 C 0.560 0.286 -0.844
7 H -2.530 -0.269 0.696
8 H -1.174 -1.413 0.678
9 H -2.115 -1.123 -0.804
10 H -1.300 1.207 -0.925
11 H 1.812 1.838 0.307
12 H 2.567 -0.625 0.046
13 H 1.125 -1.048 1.114
14 H 1.094 -0.460 -1.509

Calculated values
Multiplicity: 1
Structure (SMILES): C[C@H]1O[C@H]2C[C@H]21

---

Number 1: HOMO energy -9.211 eV, molecular weight 84.12 g mol⁻¹. Number 2: HOMO energy -9.204 eV, molecular weight 84.12 g mol⁻¹. Number 3: HOMO energy -8.889 eV, molecular weight 84.12 g mol⁻¹. Number 4: HOMO energy -9.454 eV, molecular weight 84.12 g mol⁻¹. Number 5: HOMO energy -9.532 eV, molecular weight 84.12 g mol⁻¹. Number 6: HOMO energy -8.853 eV, molecular weight 84.12 g mol⁻¹.